A | This record from the OMol25 dataset describes a 2-piece molecular cluster, C4H11NP overall. The level of theory is ωB97M-V/def2-TZVPD.

Last column: Mulliken charge in e.
CARTESIAN COORDINATES (ANGSTROEM)
C -0.213 0.156 -0.035  0.106
P -1.257 -0.198 1.304  0.071
H 1.578 1.166 -1.422  0.368
N 0.763 -0.404 -0.620  0.093
H -2.117 1.778 0.668  0.051
H 0.855 0.040 -2.682  0.307
H 2.535 -0.310 -1.704  0.379
H -0.322 -0.518 2.243  0.087
H -2.913 1.279 2.264  0.369
H -1.379 1.537 -0.887  0.234
H 1.105 -2.247 0.626  0.400
C 1.062 -1.858 -0.336  -1.055
C -2.105 1.553 1.672  -0.646
C 1.527 0.132 -1.705  -0.902
H 2.036 -1.948 -0.763  0.274
H -1.441 2.159 2.154  0.344
H 0.287 -2.317 -0.779  0.519

The calculation puts the frontier orbital gap (alpha / beta) at 8.03 / 8.05 eV. The calculation puts the HOMO energy (alpha / beta) at -13.67 / -13.65 eV. The charge is +1.

---

B | This record from the OMol25 dataset describes an isolated ion of composition C4H11NP and charge +1. The level of theory is ωB97M-V/def2-TZVPD.

Last column: Mulliken charge in e.
CARTESIAN COORDINATES (ANGSTROEM)
C -0.885 -0.915 -0.244  -0.291
N 0.442 -1.352 0.255  -0.220
H -1.640 -1.666 0.050  0.352
H -2.415 0.997 -1.211  0.268
H 1.981 -1.227 -1.248  0.402
H -2.606 2.052 0.238  0.290
H 0.883 1.887 -0.050  0.106
C -1.248 0.383 0.348  -0.208
H -0.813 -1.062 -1.354  0.344
C 1.677 -0.683 -0.309  -0.565
H 0.350 -0.967 1.242  0.291
H -0.973 0.287 1.456  0.251
H 2.042 0.882 1.366  0.114
C -2.142 1.180 -0.200  -0.731
P 1.907 0.974 -0.003  0.069
H 0.503 -2.403 0.175  0.375
H 2.938 1.635 -0.509  0.154

The SMILES is C=CC[NH2+]C=[PH3]. The calculation puts the frontier orbital gap at 9.11 eV. The calculation puts the HOMO energy at -12.35 eV. The charge is +1.

---

C | This record from the OMol25 dataset describes C4H11NP as an isolated structure. The level of theory is ωB97M-V/def2-TZVPD.

Last column: Mulliken charge in e.
CARTESIAN COORDINATES (ANGSTROEM)
H -1.288 2.261 3.251  0.366
H -0.230 0.070 0.515  0.121
C 0.478 -0.387 -1.509  -0.017
H 1.582 0.870 -2.671  0.299
H 1.343 -0.676 -3.175  0.289
C 1.085 -2.154 0.109  -0.977
H -2.025 3.420 2.474  0.356
P -0.547 1.727 0.907  0.011
C 0.714 0.169 -2.771  -0.834
H 1.855 -1.894 0.912  0.272
H -2.576 2.045 2.392  0.354
H -0.048 0.440 -3.421  0.353
H 0.279 -2.836 0.628  0.281
C 0.409 -0.836 -0.313  0.342
N -1.672 2.442 2.330  -0.624
H 0.626 2.041 1.563  0.053
H 1.566 -2.607 -0.763  0.354

The calculation puts the frontier orbital gap at 7.66 eV. The calculation puts the HOMO energy at -11.78 eV. The charge is +1.

---

D | This record from the OMol25 dataset describes C4H11NP as an isolated structure. The level of theory is ωB97M-V/def2-TZVPD.

Last column: Mulliken charge in e.
CARTESIAN COORDINATES (ANGSTROEM)
C 0.049 0.023 0.855  0.045
N 0.118 -1.396 0.463  -0.216
C -0.902 0.803 1.712  -0.537
H 1.060 -1.694 0.203  0.398
P 0.073 -1.539 -2.969  -0.214
H -0.017 -2.163 -4.214  0.122
C 0.706 1.127 0.531  -0.463
H -0.588 2.890 0.980  0.330
H -2.035 0.776 1.489  0.315
H 0.516 2.295 2.384  0.193
H -0.259 -1.938 1.250  0.392
C -0.111 2.020 1.381  -0.382
H -0.520 -1.532 -0.368  0.255
H -0.686 0.437 2.837  0.235
H 1.317 -1.219 -3.111  0.068
H -0.402 -0.246 -3.448  0.118
H 1.680 1.356 0.024  0.342

The calculation puts the frontier orbital gap at 10.56 eV. The calculation puts the HOMO energy at -14.03 eV. The charge is +1.

---

Relative energy of each structure, in kcal/mol: A 65.2; B 23.3; C 38.5; D 0.0.

---

A | This record from the OMol25 dataset describes C6H10 in the gas phase. The level of theory is ωB97M-V/def2-TZVPD.

Last column: Mulliken charge in e.
CARTESIAN COORDINATES (ANGSTROEM)
H -1.863 0.278 -1.515  0.347
H 1.736 -0.233 1.308  0.265
H 0.621 1.605 -0.830  0.313
C 0.680 -1.374 -0.211  -0.259
H 2.304 0.042 -0.327  0.299
C 0.521 1.166 0.172  -0.589
H -2.282 -0.786 -0.236  0.357
C -1.432 -0.196 -0.622  -0.339
H -1.567 1.740 0.362  0.325
H -1.072 0.431 1.429  0.292
C -0.952 0.834 0.414  -0.632
H 1.399 -2.118 -0.570  0.359
C 1.398 -0.090 0.274  -0.557
H 0.173 -1.864 0.652  0.257
H 0.869 1.925 0.884  0.326
C -0.524 -1.290 -1.070  -0.764

The calculation puts the frontier orbital gap at 8.40 eV. The calculation puts the HOMO energy at -7.92 eV.

---

B | This record from the OMol25 dataset describes a 2-piece molecular cluster, C6H10 overall. The level of theory is ωB97M-V/def2-TZVPD.

Last column: Mulliken charge in e.
CARTESIAN COORDINATES (ANGSTROEM)
C -0.030 0.698 0.376  0.628
H 2.962 0.093 -1.239  0.239
H 0.505 2.649 -0.256  0.274
C -0.534 0.099 -0.929  -0.541
H 0.795 2.263 1.534  0.265
H -1.279 0.746 -1.403  0.279
C -0.757 -1.437 0.908  -0.341
H -2.198 -1.334 -0.694  0.257
C -0.169 -0.344 1.404  -0.656
H -0.683 -2.095 -1.156  0.283
H 0.297 -0.004 -1.635  0.210
H 2.572 0.569 -0.819  -0.236
H 0.161 -0.209 2.429  0.372
H -0.980 -2.337 1.474  0.392
C -1.111 -1.287 -0.551  -0.490
C 0.449 1.930 0.558  -0.936

The SMILES is C=C1C=CCC1.[H][H]. The calculation puts the frontier orbital gap at 9.64 eV. The calculation puts the HOMO energy at -8.41 eV.

---

C | This record from the OMol25 dataset describes C6H10 in the gas phase. The level of theory is ωB97M-V/def2-TZVPD.

Last column: Mulliken charge in e.
CARTESIAN COORDINATES (ANGSTROEM)
H 1.924 -0.252 1.805  0.370
C 1.156 -0.369 -0.221  -0.377
C -1.776 1.420 -0.532  -1.154
H -2.853 1.510 -0.434  0.338
C -1.024 -1.123 -0.528  -0.137
H 0.674 0.310 -0.939  0.225
C 1.106 0.176 1.216  -1.231
H 0.167 -0.072 1.729  0.350
H 2.188 -0.437 -0.561  0.394
C 0.339 -1.684 -0.374  -0.481
H 0.429 -2.344 0.499  0.296
H -1.299 1.861 0.355  0.242
H -1.439 1.991 -1.405  0.312
H 0.646 -2.262 -1.253  0.304
C -1.451 0.007 -0.609  0.244
H 1.214 1.267 1.250  0.305

The SMILES is CC#CCCC. The calculation puts the frontier orbital gap at 10.20 eV. The calculation puts the HOMO energy at -9.13 eV.

---

Relative energy of each structure, in kcal/mol: A 37.3; B 0.0; C 21.2.

---

A | This record from the OMol25 dataset describes C6H11N in the gas phase. The level of theory is ωB97M-V/def2-TZVPD.

Last column: Mulliken charge in e.
CARTESIAN COORDINATES (ANGSTROEM)
H 0.135 3.062 0.008  0.325
H 1.576 1.129 -0.212  0.367
H -0.526 -1.426 1.007  0.239
H -0.957 -3.163 -0.726  0.382
C 0.315 2.441 0.890  -1.391
H 1.119 2.899 1.474  0.364
N 2.275 -1.322 -0.554  -0.517
H -0.348 0.487 -1.360  0.286
C 1.154 -1.454 -0.280  0.286
H -0.599 2.408 1.491  0.350
H -0.884 -1.923 -1.997  0.338
C -1.135 -2.106 -0.947  -1.504
H -2.196 -1.889 -0.791  0.382
H -1.418 0.609 0.018  0.400
C 0.715 1.051 0.456  -0.456
C -0.410 0.290 -0.280  -0.733
C -0.278 -1.224 -0.044  0.509
H 1.099 0.486 1.322  0.373

The SMILES is CCC[C@@H](C)C#N. The calculation puts the frontier orbital gap at 12.11 eV. The calculation puts the HOMO energy at -11.17 eV.

---

B | This record from the OMol25 dataset describes C6H11N in the gas phase. The level of theory is ωB97M-V/def2-TZVPD.

Last column: Mulliken charge in e.
CARTESIAN COORDINATES (ANGSTROEM)
H -3.464 -0.361 -0.145  0.378
H -2.588 1.145 -0.468  0.341
H -0.011 0.039 1.313  0.139
H 1.218 -0.858 -1.329  0.325
C 0.054 1.459 -0.082  -0.045
H 3.432 -0.604 -0.093  0.379
C -2.556 0.203 0.090  -1.231
C -0.001 0.023 0.215  0.747
H 2.667 0.951 -0.460  0.341
H 2.592 0.296 1.180  0.308
H -1.373 -1.612 0.180  0.335
H -1.258 -0.748 -1.356  0.326
H 1.256 -1.702 0.222  0.334
C -1.312 -0.612 -0.269  -0.620
C 1.269 -0.708 -0.243  -0.618
H -2.581 0.453 1.158  0.308
C 2.562 0.026 0.117  -1.232
N 0.092 2.612 -0.029  -0.516

The SMILES is CCC(C#N)CC. The calculation puts the frontier orbital gap at 12.20 eV. The calculation puts the HOMO energy at -11.30 eV.

---

C | This record from the OMol25 dataset describes C6H11N in the gas phase. The level of theory is ωB97M-V/def2-TZVPD.

Last column: Mulliken charge in e.
CARTESIAN COORDINATES (ANGSTROEM)
N -1.901 0.791 -0.232  -0.474
H 0.827 -0.441 -1.818  0.320
C 1.257 -0.245 0.856  -0.935
H 1.985 0.773 -2.377  0.340
H 1.304 0.277 1.827  0.334
H 0.900 1.530 -0.253  0.332
H 2.611 -0.669 -1.609  0.306
C 1.782 0.038 -1.595  -1.147
C -0.079 -0.923 0.600  -0.594
H -1.108 0.745 1.595  0.378
C -2.341 -0.441 -0.062  -0.552
H -0.184 -1.785 1.242  0.308
C 1.661 0.749 -0.240  -0.434
H 2.635 1.208 -0.070  0.362
H 2.056 -0.994 0.926  0.375
H -2.035 -1.438 -0.411  0.334
C -1.101 0.144 0.689  0.443
H -3.382 -0.569 0.258  0.306

The calculation puts the frontier orbital gap at 6.37 eV. The calculation puts the HOMO energy at -7.55 eV.

---

Relative energy of each structure, in kcal/mol: A 5.2; B 0.0; C 146.5.